# 1
A structure of composition C11H23BF4NO2P2Sn. Source: the OMol25 dataset; level of theory: wB97M-V/def2-TZVPD.

Each line ends with the Löwdin charge.
Cartesian coordinates (Å):
Sn  -0.682  -1.380  -0.403  1.47
P  -2.121  -0.104  1.227  0.85
P  1.844  -0.814  -1.229  0.92
F  -0.871  -3.700  2.488  0.23
F  0.742  -4.559  1.019  0.24
F  0.533  -2.267  1.328  -0.02
F  -1.146  -3.460  0.179  -0.04
O  -0.870  -0.430  -3.387  0.00
O  -1.934  1.263  -2.015  -0.13
N  0.494  1.141  0.390  0.05
C  -3.879  -0.408  1.278  -0.16
C  1.788  1.433  0.428  -0.31
C  -0.423  2.055  0.794  -0.31
C  2.873  -2.304  -1.231  -0.18
C  -1.527  -0.263  2.901  -0.15
C  2.111  -0.003  -2.847  -0.18
C  2.716  0.366  -0.119  -0.20
C  -1.819  1.569  0.555  -0.28
C  1.310  3.595  1.416  0.03
C  -0.041  3.294  1.332  0.04
C  2.251  2.650  0.970  0.05
B  -0.149  -3.593  1.341  -1.12
H  2.455  -3.047  -1.923  0.09
H  -0.839  3.980  1.675  0.15
H  3.194  -0.011  -3.055  0.10
H  3.546  0.836  -0.662  0.14
H  -4.296  0.060  2.175  0.10
H  -1.847  1.386  -0.680  0.03
H  2.886  -2.749  -0.227  0.08
H  -0.593  0.276  3.061  0.08
H  1.761  1.041  -2.799  0.09
H  3.317  2.823  1.013  0.14
H  3.897  -2.059  -1.546  0.10
H  3.120  -0.222  0.719  0.13
H  -4.045  -1.488  1.337  0.09
H  -2.805  1.565  -2.322  0.10
H  -0.551  -0.974  -2.514  -0.01
H  -1.363  -1.322  3.128  0.07
H  -2.616  2.282  0.808  0.13
H  1.583  -0.514  -3.668  0.07
H  -1.580  0.420  -2.778  0.04
H  -2.287  0.131  3.581  0.10
H  -1.403  -1.043  -3.939  0.16
H  -4.381  -0.015  0.390  0.08
H  1.643  4.564  1.810  0.15

HOMO level (spin up / spin down) in eV: -18.82 / -18.70
LUMO level (spin up / spin down) in eV: -14.51 / -14.63
Kohn-Sham gap (spin up / spin down) in eV: 4.3098 / 4.0657
Charge: +3

***

# 2
A cluster of 2 separate species, C3HN3 in total. Source: the OMol25 dataset; level of theory: wB97M-V/def2-TZVPD.

Each line ends with the natural charge from an NBO analysis.
Cartesian coordinates (Å):
N  -0.277  -1.963  -1.708  -0.01
N  -0.212  -3.065  -1.678  0.01
N  -1.924  2.183  -2.731  -0.24
C  -1.448  1.660  -1.851  0.21
C  -0.219  0.458  0.062  -0.05
C  -0.850  1.006  -0.804  -0.13
H  0.373  0.171  0.783  0.21

HOMO level in eV: -11.15
LUMO level in eV: 0.47
Kohn-Sham gap in eV: 11.6292